[1]
This record from the OMol25 dataset describes a cluster of 9 separate species, C34H54O25S in total at a distorted geometry. The level of theory is ωB97M-V/def2-TZVPD.

Last column: Löwdin charge in e.
Positions of all 114 atoms, in Å:
C  4.06904  12.76944  14.13847  -0.01
C  3.45030  13.78371  13.19888  -0.26
C  3.55211  15.21039  13.73863  -0.10
O  3.83296  16.01019  12.59918  0.06
C  4.29650  15.16718  11.62476  -0.58
O  4.59061  15.54757  10.52991  0.16
O  4.35413  13.92268  12.06840  0.04
H  4.99765  13.17963  14.53413  0.08
H  4.36876  11.83383  13.66803  0.07
H  3.30239  12.56208  14.88713  0.10
H  2.46833  13.56419  12.77965  0.17
H  4.40639  15.33008  14.41151  0.13
H  2.65821  15.58308  14.23755  0.14
C  3.93600  5.65582  7.18231  -0.03
C  4.81414  6.85451  6.86026  -0.30
C  4.07088  8.00530  6.15460  -0.07
O  4.89206  9.08506  6.57657  0.05
C  5.60870  8.78974  7.64141  -0.57
O  6.28928  9.59334  8.20482  0.16
O  5.46125  7.48760  7.96075  0.10
H  4.49638  4.81474  7.60144  0.08
H  3.33076  5.23054  6.38394  0.09
H  3.26541  5.82798  8.03151  0.08
H  5.61335  6.43964  6.23973  0.15
H  2.99389  8.02773  6.33143  0.14
H  4.13817  7.96650  5.06662  0.14
C  11.18646  8.87369  14.45047  0.00
C  11.80681  10.26116  14.69645  -0.33
C  13.01543  10.58262  13.82701  -0.07
O  12.71039  11.93858  13.41656  0.07
C  11.38419  12.12028  13.59015  -0.56
O  10.75115  12.89984  12.93002  0.15
O  10.95104  11.37559  14.59851  0.10
H  11.83717  8.00464  14.40101  0.09
H  10.67804  8.97938  13.48800  0.09
H  10.42122  8.71989  15.21086  0.07
H  12.13696  10.37938  15.73372  0.16
H  13.02774  10.05388  12.87093  0.13
H  13.92770  10.35119  14.37139  0.14
C  3.64019  11.72843  5.46179  -0.02
C  3.61885  11.86312  7.01306  -0.30
C  4.70801  12.86158  7.48832  -0.07
O  3.97256  13.70708  8.37029  0.08
C  2.69390  13.35147  8.40203  -0.56
O  1.89527  13.79014  9.18090  0.15
O  2.41509  12.38668  7.50596  0.10
H  4.58785  11.43753  5.01604  0.08
H  3.32199  12.61062  4.89659  0.08
H  2.76831  11.10137  5.25000  0.08
H  3.74575  10.92404  7.55049  0.13
H  5.14950  13.30436  6.59569  0.12
H  5.45184  12.22104  7.96283  0.11
C  8.67913  15.51162  14.50380  0.00
C  8.63415  14.80599  15.87364  -0.33
C  8.31708  13.34750  15.84472  -0.12
O  9.11949  12.79958  16.86190  0.05
C  10.13980  13.71806  17.10060  -0.52
O  11.14883  13.50939  17.70438  0.15
O  9.95240  14.85538  16.38757  0.08
H  9.06839  16.52423  14.60669  0.09
H  7.74793  15.48631  13.94384  0.07
H  9.48197  14.98632  13.98090  0.07
H  8.01492  15.37721  16.57433  0.15
H  8.68676  12.87949  14.92519  0.12
H  7.25121  13.18579  16.00435  0.13
C  6.85393  8.78591  14.77050  -0.02
C  5.67829  8.23316  15.58894  -0.29
C  5.15021  9.27235  16.57253  -0.07
O  3.89612  9.69305  16.02324  0.08
C  3.73659  9.14547  14.83391  -0.58
O  2.92968  9.50022  14.02713  0.16
O  4.61178  8.11378  14.62349  0.05
H  7.30212  8.08958  14.06015  0.08
H  7.70507  8.81457  15.46539  0.08
H  6.67819  9.77844  14.35898  0.06
H  5.86750  7.29157  16.10315  0.15
H  5.79568  10.13462  16.40164  0.13
H  5.08984  8.84816  17.56997  0.14
C  9.41649  15.04161  8.52129  -0.02
C  8.30733  14.27752  7.78167  -0.33
C  8.40961  14.30620  6.24389  -0.08
O  8.68361  12.93460  5.98336  0.08
C  8.46820  12.14982  7.02649  -0.55
O  8.41343  10.96581  6.95057  0.17
O  8.15877  12.91872  8.13487  0.06
H  9.21551  16.11163  8.44234  0.09
H  10.44903  14.90447  8.19580  0.09
H  9.40727  14.81954  9.58842  0.07
H  7.39499  14.83296  8.01202  0.15
H  9.09744  15.07447  5.89294  0.13
H  7.46863  14.55266  5.74839  0.12
C  2.95365  5.17216  11.52075  -0.03
C  3.70416  6.45882  11.75490  -0.30
C  5.16814  6.66992  11.35673  -0.06
O  5.12435  8.03213  10.95805  0.05
C  3.89339  8.40176  10.55742  -0.56
O  3.60633  9.41109  9.99772  0.17
O  3.02555  7.44818  10.96246  0.08
H  3.28052  4.42350  12.25067  0.09
H  3.07851  4.62740  10.58298  0.08
H  1.88758  5.29085  11.70753  0.09
H  3.55770  6.74399  12.79809  0.14
H  5.51060  5.92990  10.63300  0.13
H  5.80580  6.70095  12.23814  0.12
C  7.64716  13.60748  11.64751  -0.22
S  7.56664  11.79308  11.60792  0.89
O  7.36392  11.45500  13.06883  -0.59
C  5.95541  11.50402  10.83237  -0.23
H  6.80540  13.94348  12.24894  0.04
H  7.67884  13.99647  10.63302  0.03
H  8.57616  13.78800  12.18578  0.02
H  5.95090  12.23002  10.01021  0.03
H  5.05727  11.63134  11.42599  0.05
H  5.92124  10.60370  10.21699  0.02

Forces on the atoms, in the same order (eV/Å):
-0.6 -0.1 -0.2
1.5 0.4 -0.1
-0.1 0.3 0.6
-0.2 -0.5 -0.5
-0.2 1.6 -1.0
0.3 -0.2 0.7
-0.3 -0.7 -0.1
-0.2 0.1 0.3
-0.4 0.0 -0.3
0.4 -0.2 0.4
0.0 -0.3 0.3
-0.1 -0.3 0.2
0.0 -0.1 -0.1
-0.1 -0.5 2.1
-0.7 -1.3 -1.3
1.1 -1.0 -0.6
-1.5 1.1 -1.2
0.8 0.6 1.1
-0.3 -0.7 0.0
-0.3 -0.4 0.4
0.5 0.1 -0.4
0.2 0.5 -0.4
-0.3 0.6 -0.3
0.1 0.4 -0.3
0.1 0.7 0.9
0.3 -0.2 0.0
-1.1 1.5 -0.3
1.7 -1.4 2.3
-1.2 0.0 -1.1
0.9 -0.3 0.1
0.2 1.5 -1.0
0.1 -0.4 0.8
-1.5 -0.5 -1.1
0.5 0.4 0.2
-0.1 -0.4 0.0
0.0 -0.2 0.0
0.1 -0.7 0.1
0.0 -0.5 0.2
0.3 1.0 -0.1
-1.8 0.1 0.7
1.5 0.2 -1.2
-0.9 -1.8 -0.4
1.5 0.2 -0.4
-1.2 0.0 1.1
0.3 0.0 -0.6
-0.6 0.6 -0.2
-0.1 -0.6 0.4
0.3 0.6 0.7
0.6 -0.8 -0.4
0.1 -0.2 -0.5
-0.1 0.9 0.4
0.2 0.7 0.5
0.9 -0.6 0.6
-0.6 2.1 -1.1
-0.2 -0.3 -1.1
1.3 1.1 1.6
0.9 -0.8 -0.8
-0.9 -0.3 0.2
0.0 -0.8 0.8
-0.4 0.1 0.2
0.0 0.0 0.1
-0.3 -0.1 -0.4
-0.2 -0.2 0.0
-0.6 0.1 -0.2
0.1 -0.4 0.1
1.2 -1.0 1.7
0.4 0.4 -1.6
0.6 0.4 -1.0
0.1 0.0 1.1
-0.5 -0.7 -1.5
0.1 -0.3 0.2
-0.8 0.2 0.6
-0.8 0.0 -0.5
-0.1 0.7 0.2
0.0 -0.1 -0.2
0.0 -0.2 -0.4
0.1 0.1 1.2
-0.3 0.6 0.2
0.1 -0.1 0.2
-0.2 2.2 0.0
-0.8 -0.2 0.9
1.1 0.8 -1.8
-1.2 -0.3 0.7
0.5 0.3 0.5
0.6 -0.7 -0.7
-0.1 0.0 -0.1
-0.1 -0.4 -0.3
-0.1 -0.1 0.0
-0.2 -0.5 0.4
0.7 -0.7 -0.1
-0.2 -0.1 0.2
0.5 -1.4 0.6
-0.9 0.0 -0.1
-0.8 0.1 1.3
0.9 0.5 -1.1
-0.3 -0.8 0.9
0.1 -0.1 -0.2
-0.2 0.6 -0.6
0.1 0.1 0.2
0.2 0.7 -0.4
0.0 0.3 -0.1
0.1 0.1 0.0
0.2 0.5 -0.5
0.1 -0.5 -0.1
0.0 -0.8 0.0
-0.9 -0.2 0.7
0.3 -0.1 -0.1
0.5 0.6 -1.8
-0.1 0.1 -0.3
-0.2 0.1 0.1
0.1 0.1 -0.2
-0.3 0.4 0.3
0.3 0.1 0.4
0.3 -0.5 0.8

Calculated values
Highest occupied orbital energy   -8.35 eV
Gap between HOMO and LUMO   8.732 eV
LUMO energy   0.4 eV
Spin multiplicity   1



[2]
This record from the OMol25 dataset describes a cluster of 8 separate species, C34H55FN2O25S in total. The level of theory is ωB97M-V/def2-TZVPD.

Last column: Löwdin charge in e.
Positions of all 118 atoms, in Å:
C  -1.34469  0.26170  -0.18415  0.03
C  -1.15645  -1.12678  0.34390  -0.52
O  -1.95640  -1.71160  1.01805  0.12
O  -0.02331  -1.76201  -0.06079  -0.03
C  1.21360  -1.19574  0.44669  -0.16
C  2.21089  -0.95672  -0.66496  -0.16
C  2.46288  -2.19044  -1.53703  -0.16
C  1.45904  -2.52707  -2.63621  -0.19
N  1.77772  -1.93154  -3.97139  -0.28
N  0.97159  -2.53434  -5.02334  0.03
S  1.56925  -0.29124  -3.97547  0.60
O  0.32834  0.06797  -3.36487  -0.24
O  2.78928  0.35835  -3.64151  -0.24
F  1.36486  -0.06737  -5.50771  -0.14
H  -2.10041  0.76570  0.41314  0.09
H  -1.66392  0.19806  -1.22528  0.09
H  -0.41710  0.83072  -0.17652  0.08
H  1.59134  -1.89986  1.18961  0.14
H  0.99123  -0.25004  0.94088  0.10
H  3.15898  -0.69215  -0.19032  0.10
H  1.90208  -0.07840  -1.23029  0.10
H  3.46103  -2.13724  -1.97570  0.12
H  2.47303  -3.05406  -0.86532  0.12
H  0.43379  -2.29739  -2.34585  0.11
H  1.51816  -3.59673  -2.84068  0.12
H  -0.01402  -2.30741  -4.88648  0.09
H  1.06195  -3.53190  -4.87636  0.08
C  -2.87295  -4.81084  0.77049  -0.01
C  -2.22409  -5.87802  -0.06888  -0.32
C  -3.00204  -7.17181  -0.21314  -0.09
O  -1.96318  -8.14901  -0.36649  0.06
C  -0.84343  -7.66437  0.22229  -0.57
O  0.14081  -8.29916  0.42444  0.16
O  -1.00605  -6.36358  0.53895  0.08
H  -2.95907  -5.14089  1.80594  0.10
H  -2.29376  -3.89077  0.75945  0.05
H  -3.87241  -4.59546  0.39106  0.10
H  -1.95211  -5.48627  -1.05375  0.15
H  -3.65829  -7.19965  -1.07871  0.14
H  -3.57089  -7.40105  0.69082  0.14
C  0.50405  0.99434  6.51865  -0.01
C  0.29882  0.71539  5.05387  -0.31
C  1.57312  0.53699  4.24810  -0.08
O  1.20333  1.04520  2.95694  0.04
C  0.17952  1.91651  3.12461  -0.57
O  -0.23717  2.63061  2.26988  0.16
O  -0.28675  1.85766  4.38638  0.09
H  1.01780  1.94825  6.64723  0.10
H  -0.43962  1.04629  7.05264  0.06
H  1.09865  0.20273  6.97322  0.10
H  -0.38042  -0.12677  4.90027  0.16
H  1.90272  -0.49435  4.15863  0.14
H  2.38590  1.15342  4.63915  0.14
C  -5.49721  0.81286  6.87296  -0.02
C  -4.57833  0.66808  8.05769  -0.32
C  -3.66204  1.84566  8.32946  -0.09
O  -2.51806  1.21672  8.92028  0.05
C  -2.46585  -0.06159  8.47468  -0.58
O  -1.52343  -0.77385  8.60664  0.16
O  -3.61188  -0.38397  7.84106  0.09
H  -4.92082  0.83947  5.94803  0.10
H  -6.18916  -0.02143  6.80698  0.07
H  -6.07172  1.73657  6.96239  0.09
H  -5.14162  0.41406  8.95966  0.16
H  -4.07305  2.57588  9.02094  0.14
H  -3.35354  2.34163  7.40566  0.14
C  -10.24924  -1.51089  2.68633  -0.02
C  -9.37812  -1.65140  3.90733  -0.33
C  -8.45902  -0.47878  4.19392  -0.09
O  -7.33892  -1.10979  4.82683  0.04
C  -7.28768  -2.39994  4.40613  -0.56
O  -6.38294  -3.13827  4.60623  0.18
O  -8.42094  -2.71499  3.73888  0.08
H  -9.63338  -1.47867  1.78758  0.09
H  -10.93621  -2.35072  2.59759  0.09
H  -10.83430  -0.59295  2.74862  0.09
H  -9.97700  -1.89166  4.78997  0.16
H  -8.88655  0.26504  4.86123  0.14
H  -8.11672  0.00226  3.27455  0.14
C  0.89267  3.46947  -6.06082  -0.01
C  -0.29816  3.63497  -6.96673  -0.32
C  -0.50760  5.02936  -7.52617  -0.09
O  -1.93187  5.09427  -7.67028  0.06
C  -2.48600  4.23093  -6.78589  -0.57
O  -3.64282  4.17755  -6.52514  0.16
O  -1.53136  3.44082  -6.24523  0.08
H  0.76085  4.05516  -5.15049  0.10
H  1.01810  2.42817  -5.77309  0.06
H  1.80136  3.80097  -6.56565  0.09
H  -0.27800  2.89941  -7.77550  0.16
H  -0.03284  5.19607  -8.48883  0.14
H  -0.19072  5.79970  -6.81901  0.14
C  5.55956  2.58623  -4.11741  -0.02
C  5.33256  2.24881  -5.56583  -0.32
C  6.56730  1.84152  -6.34641  -0.09
O  6.25814  2.29155  -7.67167  0.06
C  5.37354  3.31179  -7.57693  -0.57
O  5.04968  4.01671  -8.47562  0.16
O  4.90898  3.40991  -6.31077  0.08
H  6.17908  3.48092  -4.02774  0.09
H  4.61066  2.77751  -3.61776  0.09
H  6.04628  1.75163  -3.61177  0.08
H  4.54756  1.49457  -5.66178  0.15
H  6.75080  0.77088  -6.35505  0.14
H  7.45967  2.36797  -5.99739  0.14
C  8.76984  2.52755  -1.46417  -0.02
C  7.44654  2.27065  -0.79186  -0.33
C  7.49737  2.08832  0.71341  -0.09
O  6.40539  1.19173  0.95083  0.07
C  6.19008  0.47850  -0.17667  -0.55
O  5.47842  -0.47024  -0.24816  0.16
O  6.89630  1.00130  -1.20368  0.07
H  9.41796  1.65674  -1.36493  0.10
H  8.63706  2.73220  -2.52564  0.08
H  9.25891  3.38839  -1.00786  0.09
H  6.71650  3.04060  -1.05644  0.15
H  7.34687  3.00525  1.27590  0.14
H  8.42384  1.60497  1.03250  0.14

Forces on the atoms, in the same order (eV/Å):
0.0 0.2 0.1
0.0 0.0 0.0
-0.2 0.1 0.0
0.3 -0.1 0.1
-0.2 0.2 -0.3
0.0 -0.1 0.1
0.1 -0.1 0.2
0.2 0.0 -0.1
-0.5 -0.3 -0.3
0.1 0.3 0.2
-0.2 0.1 -0.2
0.4 0.1 -0.1
-0.3 -0.1 0.1
0.2 0.0 0.1
0.0 0.1 -0.1
0.0 -0.1 0.0
0.0 0.0 0.0
0.0 0.0 0.0
0.1 -0.1 0.1
-0.1 0.0 0.0
0.0 0.0 -0.1
0.0 0.0 0.0
0.1 0.0 0.0
0.0 0.1 0.0
0.0 0.0 0.1
0.0 0.0 0.2
0.1 0.0 -0.1
0.2 0.0 0.1
0.0 0.0 0.0
0.0 0.0 0.0
-0.1 0.0 0.0
0.0 0.0 0.0
0.0 0.0 0.0
0.0 0.1 0.0
-0.1 -0.1 0.0
0.0 0.0 0.0
0.0 0.0 0.0
0.0 0.0 0.0
0.1 0.0 0.0
0.0 0.0 0.0
0.0 0.2 0.0
0.1 0.0 0.0
0.0 0.0 0.0
0.1 0.0 0.1
0.0 0.0 0.0
0.0 0.0 0.0
-0.1 0.0 0.0
0.1 0.0 0.0
0.0 0.0 0.0
0.0 0.0 0.0
0.0 0.0 0.0
-0.1 0.0 -0.1
0.0 0.0 0.0
0.1 -0.1 0.0
0.0 0.0 0.0
0.0 0.0 0.0
0.0 0.1 0.0
0.0 0.0 -0.1
-0.1 -0.1 0.0
-0.1 -0.1 0.1
0.0 0.1 0.0
0.0 -0.1 0.0
0.0 0.0 0.0
0.0 0.0 0.0
0.0 0.0 0.1
0.0 0.0 0.0
0.1 -0.1 -0.1
0.0 0.0 0.0
0.1 0.0 0.0
-0.1 0.1 -0.1
-0.1 0.0 0.0
0.0 0.0 0.0
-0.1 -0.1 0.0
0.0 0.1 0.0
0.0 0.0 0.0
0.0 0.0 0.0
0.0 0.0 0.0
0.0 0.0 0.1
0.0 0.0 0.0
0.0 0.0 0.2
0.0 0.0 0.0
0.0 0.0 0.0
0.1 0.1 0.0
0.1 0.0 0.0
0.0 0.0 0.0
0.0 -0.1 0.0
0.0 0.1 0.0
0.0 0.0 0.0
0.0 0.0 0.0
0.0 0.0 0.0
-0.1 0.0 0.0
0.0 0.0 0.0
-0.1 0.2 0.0
0.0 -0.1 0.0
0.0 0.0 0.0
0.1 0.0 0.0
0.0 -0.1 0.1
0.0 0.0 0.0
-0.1 0.0 0.0
0.1 0.0 0.0
0.0 0.0 0.0
0.0 0.0 0.0
0.0 0.0 0.0
0.0 0.0 -0.1
0.0 0.0 0.0
0.0 -0.1 -0.1
0.0 0.0 0.0
0.0 0.0 0.0
0.1 0.0 0.1
0.0 0.0 0.0
0.1 0.0 -0.1
0.0 0.0 -0.1
0.0 0.0 0.1
0.0 0.0 0.0
0.0 0.0 0.0
0.0 0.0 0.0
-0.1 0.0 0.0
0.0 0.0 0.0

Calculated values
Highest occupied orbital energy   -10.07 eV
SMILES   CC(=O)OCCCCN(N)S(=O)(=O)F.C[C@@H]1COC(=O)O1.C[C@@H]1COC(=O)O1.C[C@@H]1COC(=O)O1.C[C@@H]1COC(=O)O1.C[C@@H]1COC(=O)O1.C[C@@H]1COC(=O)O1.C[C@@H]1COC(=O)O1
Gap between HOMO and LUMO   10.410 eV
LUMO energy   0.3 eV
Spin multiplicity   1